Here is a molecular structure, C27H35MnN4O6P at a distorted geometry from the OMol25 dataset. Energies are from wB97M-V/def2-TZVPD.

Results
HOMO-LUMO gap (spin up / spin down) = 0.21017 / 0.23780 hartree
E_HOMO (spin up / spin down) = -5.61 / -7.27 eV
Relative energy (zero: lowest compared OMol25 entry of this formula, charge and spin) = 17.1 kJ/mol
Multiplicity = 6

XYZ file:
```
74
C27H35MnN4O6P (wB97M-V/def2-TZVPD)
O -1.366 0.823 -6.088
H -1.864 0.569 -6.874
Mn -1.006 0.411 -0.866
N -1.067 2.098 -0.003
N 0.139 1.376 -2.031
N -2.377 -0.429 0.112
N -1.376 -1.041 -1.991
O -1.917 2.420 0.937
O -2.805 0.069 1.309
O -0.874 -1.135 -3.236
O 0.536 0.960 -3.197
C 0.615 2.560 -1.530
C -0.050 2.950 -0.337
C -2.677 -1.710 -0.213
C -2.089 -2.071 -1.460
C 0.262 4.125 0.510
H 0.581 3.832 1.521
H -0.630 4.762 0.599
H 1.081 4.700 0.066
C 1.690 3.323 -2.214
H 1.382 3.560 -3.244
H 2.632 2.753 -2.248
H 1.884 4.263 -1.684
C -3.427 -2.622 0.672
C -2.175 -3.416 -2.072
H -4.041 -2.052 1.374
H -2.757 -3.269 1.256
H -4.071 -3.272 0.071
H -1.441 -3.534 -2.875
H -3.177 -3.594 -2.485
H -1.997 -4.206 -1.331
H -2.517 1.083 1.236
H -0.287 -0.254 -3.334
C -2.288 1.369 -5.142
H -1.717 2.043 -4.501
H -2.726 0.574 -4.528
H -3.096 1.938 -5.624
O -3.474 1.762 -1.597
H -4.064 1.113 -1.172
H -3.447 2.509 -0.977
C 1.540 2.798 4.136
C 2.517 2.538 3.169
C 2.249 1.665 2.117
C 1.024 0.979 2.045
C 0.012 1.350 2.940
C 0.275 2.219 3.997
P 0.727 -0.266 0.701
C 2.460 -0.790 0.460
C 3.152 -0.501 -0.726
C 4.531 -0.727 -0.778
C 5.204 -1.283 0.313
C 4.503 -1.630 1.473
C 3.131 -1.395 1.535
C 0.127 -1.827 1.467
C 0.321 -3.009 0.737
C -0.069 -4.232 1.271
C -0.655 -4.288 2.539
C -0.893 -3.109 3.246
C -0.502 -1.882 2.710
H 1.766 3.450 4.981
H 3.507 2.995 3.237
H 3.008 1.479 1.353
H -0.988 0.930 2.835
H -0.512 2.425 4.723
H 2.614 -0.103 -1.588
H 5.081 -0.466 -1.682
H 6.282 -1.451 0.271
H 5.008 -2.077 2.330
H 2.576 -1.670 2.433
H 0.809 -2.960 -0.240
H 0.119 -5.144 0.699
H -0.912 -5.255 2.976
H -1.360 -3.134 4.231
H -0.657 -0.971 3.276
```